The following is a DFT calculation (ωB97M-V/def2-TZVPD) of C22H21N4OPbS3Sb as an isolated structure.

Structure (ORCA input):
```
! wB97M-V def2-TZVPD RIJCOSX def2/J DEFGRID3
* xyz -1 2
Pb -0.765 0.451 -0.033
C 3.956 0.608 0.923
C 2.463 0.491 0.941
N 1.741 0.402 -0.113
N 2.334 0.407 -1.329
C 1.438 0.288 -2.305
O 0.190 0.163 -2.191
C 1.998 0.288 -3.694
C 1.122 0.426 -4.765
C 1.606 0.434 -6.065
C 2.967 0.295 -6.302
C 3.843 0.154 -5.234
C 3.362 0.154 -3.934
C 1.740 0.479 2.232
C 2.422 0.519 3.445
C 1.702 0.506 4.628
C 0.320 0.459 4.579
C -0.289 0.427 3.333
N 0.402 0.432 2.201
H 4.295 0.638 -0.108
H 4.423 -0.239 1.430
H 4.276 1.521 1.432
H 0.066 0.536 -4.559
H 0.919 0.550 -6.894
H 3.344 0.298 -7.317
H 4.906 0.044 -5.415
H 4.030 0.051 -3.090
H 3.501 0.563 3.459
H 2.219 0.538 5.579
H -0.282 0.453 5.476
H -1.367 0.413 3.219
S -3.745 2.255 -2.190
Sb -3.142 2.939 -0.107
S -3.012 0.772 1.137
S -0.612 2.886 -0.269
C 0.785 -4.017 0.682
C -0.259 -3.922 -0.388
C -0.614 -5.022 -1.131
C -1.577 -4.924 -2.135
C -2.198 -3.705 -2.388
C -1.886 -2.559 -1.682
C -2.623 -1.294 -1.980
C -0.873 -2.629 -0.646
N -0.428 -1.654 0.117
H 1.137 -5.045 0.783
H 0.388 -3.674 1.639
H 1.631 -3.367 0.455
H -0.136 -5.975 -0.932
H -1.848 -5.798 -2.715
H -2.956 -3.645 -3.160
H -3.394 -1.467 -2.731
H -1.970 -0.518 -2.387
H -3.118 -0.885 -1.097
*
```

⟨S²⟩: 0.80
HOMO-LUMO gap (spin up / spin down) (eV): 6.19 / 5.52
Calculated total energy (eV): -75455.9668
Highest occupied orbital energy (spin up / spin down) (eV): -4.085 / -4.079
Largest force on an atom (hartree/bohr): 0.0035

Results of the Mulliken charge analysis, in e, for atoms 1 through 8: 1.58 -1.71 0.43 1.09 -1.20 0.37 -0.72 0.13

***

The following is a DFT calculation (ωB97M-V/def2-TZVPD) of C22H21N5O2Os as an isolated structure.

Structure (ORCA input):
```
! wB97M-V def2-TZVPD RIJCOSX def2/J DEFGRID3
* xyz 0 1
Os -0.102 0.277 0.121
O -0.501 -0.982 -3.762
C -0.512 -0.441 -2.670
N 0.193 -0.737 -1.558
C 1.028 -1.876 -1.374
C 1.566 -2.644 -2.392
C 2.389 -3.721 -2.075
C 2.669 -4.026 -0.756
C 2.132 -3.262 0.277
C 1.315 -2.187 -0.026
N 0.711 -1.316 0.929
C 0.509 -1.591 2.246
O 0.858 -2.571 2.874
C -0.264 -0.474 2.936
C -0.518 -0.547 4.291
C -1.201 0.496 4.899
C -1.577 1.586 4.131
C -1.272 1.588 2.779
N -0.659 0.569 2.188
C -1.463 0.724 -2.412
C -2.253 1.212 -3.431
C -3.128 2.254 -3.160
C -3.176 2.770 -1.875
C -2.351 2.228 -0.905
N -1.515 1.226 -1.163
H 1.331 -2.402 -3.417
H 2.810 -4.320 -2.872
H 3.311 -4.864 -0.517
H 2.334 -3.500 1.310
H -0.169 -1.416 4.830
H -1.424 0.466 5.957
H -2.090 2.433 4.564
H -1.494 2.438 2.150
H -2.161 0.758 -4.407
H -3.762 2.657 -3.938
H -3.839 3.583 -1.618
H -2.339 2.609 0.106
C 2.313 1.676 -1.565
C 2.095 2.117 -0.115
C 3.091 1.409 0.810
C 2.285 3.632 -0.015
N 0.748 1.839 0.399
H 3.260 2.075 -1.934
H 1.513 2.059 -2.204
H 2.346 0.592 -1.661
H 4.113 1.708 0.565
H 3.012 0.326 0.704
H 2.894 1.672 1.852
H 3.287 3.919 -0.339
H 2.135 3.961 1.014
H 1.555 4.145 -0.646
*
```

Relative energy (zero: lowest compared OMol25 entry of this formula, charge and spin) (eV): 0.110
HOMO-LUMO gap (eV): 6.39
Calculated total energy (eV): -37168.6128
Highest occupied orbital energy (eV): -6.827
Largest force on an atom (hartree/bohr): 0.0118

Results of the natural (NBO) charge analysis, in e, for atoms 1 through 8: 1.01 -0.61 0.63 -0.64 0.10 -0.22 -0.22 -0.22

***

The following is a DFT calculation (ωB97M-V/def2-TZVPD) of one molecule with the formula C22H21N5O3S3 at a distorted geometry.

Structure (ORCA input):
```
! wB97M-V def2-TZVPD RIJCOSX def2/J DEFGRID3
* xyz 0 1
C 4.948 0.514 1.051
C 3.773 0.132 0.206
C 2.536 -0.135 0.781
C 1.453 -0.471 -0.007
C 1.598 -0.549 -1.387
C 2.824 -0.282 -1.979
C 3.899 0.056 -1.178
H 4.854 0.265 -1.638
H 2.929 -0.338 -3.052
N 0.464 -0.851 -2.166
C -0.082 -0.091 -3.166
N -1.271 -0.536 -3.479
N -1.514 -1.613 -2.718
C -0.488 -1.815 -1.940
C -0.308 -2.968 -1.017
C -1.257 -2.929 0.141
C -2.615 -2.989 0.103
C -3.197 -2.987 1.392
C -2.273 -2.930 2.385
S -0.671 -2.853 1.775
H -2.423 -2.887 3.444
H -4.257 -3.035 1.567
H -3.171 -3.032 -0.816
H 0.721 -2.984 -0.656
H -0.496 -3.880 -1.593
S 0.718 1.269 -3.907
C -0.740 2.371 -4.086
C -0.958 2.865 -2.671
O -0.453 3.877 -2.251
N -1.681 1.982 -1.909
C -1.526 1.743 -0.546
C -2.287 0.724 0.030
C -2.077 0.366 1.348
C -1.091 1.004 2.075
C -0.348 2.030 1.526
C -0.576 2.420 0.222
H -0.006 3.221 -0.218
H 0.413 2.504 2.123
S -0.663 0.439 3.701
O -1.611 -0.542 4.150
O 0.734 0.109 3.721
N -0.845 1.841 4.614
H -1.706 1.833 5.135
H -0.054 1.997 5.217
H -2.650 -0.418 1.815
H -3.019 0.197 -0.564
H -2.198 1.265 -2.407
H -0.431 3.179 -4.744
H -1.556 1.789 -4.509
H 0.494 -0.655 0.449
H 2.398 -0.077 1.851
H 5.831 -0.052 0.760
H 4.740 0.334 2.102
H 5.174 1.572 0.919
*
```

Relative energy (zero: lowest compared OMol25 entry of this formula, charge and spin) (eV): 0.000
HOMO-LUMO gap (eV): 9.11
SMILES string: Cc1ccc(-n2c(Cc3cccs3)nnc2SCC(=O)Nc2ccc(S(N)(=O)=O)cc2)cc1
Calculated total energy (eV): -69254.2243
Highest occupied orbital energy (eV): -8.681
Largest force on an atom (hartree/bohr): 0.0241

Results of the natural (NBO) charge analysis, in e, for atoms 1 through 8: -0.63 0.01 -0.21 -0.24 0.18 -0.22 -0.20 0.21

***

The following is a DFT calculation (ωB97M-V/def2-TZVPD) of C22H22AsBBiF4N5O7S as an isolated structure.

Structure (ORCA input):
```
! wB97M-V def2-TZVPD RIJCOSX def2/J DEFGRID3
* xyz 0 1
Bi 0.566 -1.414 -1.027
O -2.450 -1.394 1.422
As -1.759 -2.998 1.104
O -1.800 -3.859 2.477
O -0.182 -2.666 0.534
C -2.931 -3.789 -0.216
C -3.777 -4.739 0.339
C -4.749 -5.358 -0.444
C -4.879 -5.030 -1.777
C -4.024 -4.093 -2.348
C -3.056 -3.489 -1.569
S -1.939 -2.379 -2.360
O -1.800 -1.231 -1.412
O -2.445 -2.039 -3.648
O -0.616 -3.057 -2.346
H -2.724 -1.462 2.350
H -3.664 -4.989 1.388
H -5.401 -6.098 0.000
H -5.640 -5.504 -2.382
H -4.100 -3.827 -3.392
N 4.251 -1.670 1.807
C 3.619 -2.149 0.736
N 2.437 -1.576 0.650
C 2.406 -0.729 1.707
N 3.495 -0.750 2.441
C 1.256 0.143 1.951
C 1.110 0.885 3.117
N 0.063 1.676 3.311
C -0.848 1.706 2.348
C -0.716 0.965 1.178
N 0.350 0.208 0.976
H 5.175 -1.889 2.141
H 4.025 -2.869 0.050
H 1.857 0.827 3.897
H -1.717 2.335 2.498
H -1.480 0.970 0.412
F 2.453 -2.785 -1.890
B 3.324 -1.831 -2.583
F 3.855 -2.408 -3.683
F 2.477 -0.742 -2.880
F 4.279 -1.426 -1.662
C 1.613 4.966 2.534
C 1.209 4.318 1.244
C 1.999 3.342 0.658
C 1.603 2.663 -0.490
C 2.527 1.628 -1.062
C 0.368 2.993 -1.058
C -0.203 2.190 -2.154
O 0.007 1.002 -2.291
C -0.419 4.033 -0.528
C -1.739 4.425 -1.137
C 0.013 4.671 0.623
H 2.674 4.829 2.732
H 1.057 4.526 3.365
H 1.398 6.034 2.524
H 2.953 3.093 1.106
H 3.552 1.997 -1.028
H 2.295 1.348 -2.084
H 2.516 0.711 -0.468
H -0.858 2.703 -2.877
H -2.424 3.580 -1.221
H -1.616 4.841 -2.137
H -2.222 5.182 -0.522
H -0.602 5.449 1.057
*
```

Relative energy (zero: lowest compared OMol25 entry of this formula, charge and spin) (eV): 0.000
HOMO-LUMO gap (eV): 8.87
Calculated total energy (eV): -134021.8873
Highest occupied orbital energy (eV): -9.732
Largest force on an atom (hartree/bohr): 0.0113

Results of the natural (NBO) charge analysis, in e, for atoms 1 through 8: 2.24 -1.03 2.46 -1.13 -1.28 -0.44 -0.18 -0.19

***

The following is a DFT calculation (ωB97M-V/def2-TZVPD) of C22H22AsI2MgN5O8S as an isolated structure at a distorted geometry.

Structure (ORCA input):
```
! wB97M-V def2-TZVPD RIJCOSX def2/J DEFGRID3
* xyz 0 1
Mg -0.250 0.264 0.428
I 6.704 -1.628 2.938
C 4.989 -0.795 1.928
C 5.031 -0.526 0.535
C 3.917 0.021 -0.133
I 3.952 0.544 -2.156
C 2.649 0.214 0.574
O 1.626 0.765 0.012
C 2.657 -0.048 1.985
C 1.492 0.089 2.855
N 0.284 -0.575 2.335
C 0.446 -2.028 2.453
C 0.575 -2.728 1.134
C 0.897 -4.070 1.119
C 1.178 -4.697 -0.060
C 1.024 -3.983 -1.228
C 0.620 -2.642 -1.123
N 0.341 -2.042 0.028
C 3.824 -0.523 2.632
H 5.939 -0.697 -0.021
H 1.650 -0.328 3.886
H 1.312 1.187 3.009
H -0.479 -0.130 2.876
H 1.391 -2.219 3.063
H -0.360 -2.493 3.100
H 1.010 -4.589 2.056
H 1.658 -5.687 -0.084
H 1.276 -4.423 -2.183
H 0.508 -2.005 -2.008
H 3.844 -0.760 3.685
O -5.197 -2.783 -5.193
N -4.852 -2.854 -3.961
O -5.110 -3.828 -3.224
C -4.031 -1.800 -3.288
C -3.895 -1.968 -1.932
C -2.969 -1.185 -1.289
C -2.239 -0.069 -1.815
O -1.237 0.523 -1.331
C -2.545 0.027 -3.272
C -3.303 -0.891 -4.040
N -2.111 1.194 -3.980
O -1.909 1.045 -5.189
O -2.061 2.313 -3.364
N -2.636 -1.527 0.076
O -2.953 -2.681 0.469
O -2.003 -0.717 0.902
H -4.388 -2.806 -1.322
H -3.431 -0.874 -5.126
C 0.104 3.873 -0.857
As -0.417 4.109 0.951
C 1.061 4.952 1.961
C -1.547 5.620 1.498
S -1.269 2.448 1.819
H -0.735 3.563 -1.472
H 0.784 3.046 -0.769
H 0.609 4.810 -1.203
H 0.533 5.227 2.874
H 1.399 5.901 1.477
H 1.854 4.237 2.172
H -1.034 6.613 1.302
H -1.745 5.566 2.569
H -2.430 5.447 0.919
*
```

Relative energy (zero: lowest compared OMol25 entry of this formula, charge and spin) (eV): 0.160
HOMO-LUMO gap (spin up / spin down) (eV): 5.67 / 5.67
Calculated total energy (eV): -140315.7253
Highest occupied orbital energy (spin up / spin down) (eV): -7.582 / -7.582
Largest force on an atom (hartree/bohr): 0.0838

Results of the natural (NBO) charge analysis, in e, for atoms 1 through 8: 1.77 0.10 -0.17 -0.26 -0.27 0.15 0.44 -0.95

***

The following is a DFT calculation (ωB97M-V/def2-TZVPD) of C22H22ClIN4O7V as an isolated structure.

Structure (ORCA input):
```
! wB97M-V def2-TZVPD RIJCOSX def2/J DEFGRID3
* xyz 2 2
V -0.990 -0.205 0.345
C -2.249 3.977 -0.301
C -0.782 3.852 -0.047
N -0.008 4.916 -0.133
C 1.299 4.815 0.127
C 1.947 3.640 0.490
C 3.435 3.634 0.775
O 3.741 2.981 1.997
C 1.158 2.488 0.555
C 1.694 1.195 0.950
N 1.027 0.095 0.883
C 1.636 -1.068 1.468
C 2.856 -1.564 1.037
C 3.400 -2.672 1.670
C 2.732 -3.278 2.725
C 1.506 -2.786 3.159
C 0.970 -1.685 2.519
I -0.865 -0.841 3.078
C -0.214 2.602 0.289
O -0.995 1.537 0.366
H -2.487 5.009 -0.539
H -2.818 3.665 0.577
H -2.557 3.334 -1.128
H 1.863 5.738 0.051
H 3.805 4.659 0.762
H 3.962 3.099 -0.019
H 3.841 3.627 2.704
H 2.691 1.175 1.384
H 3.370 -1.090 0.210
H 4.352 -3.062 1.338
H 3.163 -4.138 3.218
H 0.988 -3.252 3.987
C -1.565 -4.364 0.554
C -1.600 -3.106 -0.235
O -0.899 -2.116 0.138
N -2.337 -3.033 -1.321
C -2.524 -1.857 -2.186
C -1.265 -1.136 -2.619
C -0.823 -1.301 -3.920
C 0.264 -0.578 -4.389
C 0.885 0.312 -3.533
C 0.407 0.420 -2.243
N -0.636 -0.281 -1.781
H -1.904 -4.138 1.566
H -0.535 -4.715 0.614
H -2.195 -5.142 0.129
H -2.894 -3.844 -1.548
H -3.203 -1.157 -1.707
H -3.012 -2.226 -3.085
H -1.344 -1.987 -4.573
H 0.608 -0.705 -5.407
H 1.724 0.916 -3.848
H 0.872 1.110 -1.552
O -3.482 0.629 2.327
Cl -3.965 -0.293 1.353
O -3.947 -1.637 1.816
O -5.178 0.091 0.759
O -2.921 -0.260 0.196
*
```

⟨S²⟩: 0.98
HOMO-LUMO gap (spin up / spin down) (eV): 5.93 / 7.57
Calculated total energy (eV): -89754.7030
Highest occupied orbital energy (spin up / spin down) (eV): -14.880 / -15.041
Largest force on an atom (hartree/bohr): 0.0120

Results of the natural (NBO) charge analysis, in e, for atoms 1 through 8: 1.45 -0.66 0.26 -0.36 0.10 -0.04 -0.10 -0.73

***

The following is a DFT calculation (ωB97M-V/def2-TZVPD) of C22H22F19N10O5PS4 as an isolated structure at a distorted geometry.

Structure (ORCA input):
```
! wB97M-V def2-TZVPD RIJCOSX def2/J DEFGRID3
* xyz 0 1
C 3.866 0.642 3.483
N 4.388 1.199 2.217
C 5.135 0.217 1.408
C 4.168 -0.581 0.615
N 3.734 -0.119 -0.544
C 2.810 -0.946 -1.030
N 2.172 -0.819 -2.177
C 2.532 0.381 -2.974
C 1.405 0.904 -3.842
C 1.825 2.225 -4.520
S 1.420 3.683 -3.546
C -0.345 3.544 -3.354
S -1.407 3.587 -4.550
N -0.772 3.426 -2.012
C -1.350 2.335 -1.416
C -1.583 2.676 -0.123
N -1.172 3.967 0.094
C -0.697 4.387 -1.033
C 1.249 -1.803 -2.702
C -0.209 -1.564 -2.286
C -1.069 -2.786 -2.576
F -1.055 -3.609 -1.506
F -0.495 -3.489 -3.585
C -2.537 -2.457 -3.017
F -2.588 -2.625 -4.351
F -2.837 -1.166 -2.798
C -3.638 -3.391 -2.441
F -3.224 -4.645 -2.719
F -4.745 -3.182 -3.148
C -3.964 -3.341 -0.909
F -5.279 -3.602 -0.776
F -3.311 -4.312 -0.275
C -3.719 -2.022 -0.126
F -2.443 -1.622 -0.245
F -3.892 -2.328 1.171
C -4.686 -0.833 -0.471
F -3.931 0.258 -0.660
F -5.356 -1.070 -1.611
C -5.724 -0.499 0.623
F -6.403 -1.593 0.978
F -5.109 0.026 1.682
C -6.791 0.545 0.143
F -7.670 -0.006 -0.672
F -6.232 1.604 -0.412
F -7.445 0.943 1.235
N 2.678 -1.944 -0.120
O 1.854 -3.061 -0.043
C 0.782 -2.801 0.683
N -0.120 -2.859 1.396
N 3.560 -1.754 0.916
P 3.837 -2.825 2.308
N 5.073 -2.434 3.146
H 3.417 1.437 4.063
H 4.689 0.182 4.011
H 3.061 -0.084 3.305
H 3.570 1.444 1.668
H 5.732 0.778 0.696
H 5.808 -0.392 1.996
H 3.375 0.100 -3.607
H 2.846 1.182 -2.318
H 1.037 0.206 -4.587
H 0.579 1.152 -3.178
H 2.908 2.243 -4.617
H 1.392 2.250 -5.513
H -1.555 1.401 -1.900
H -2.034 2.036 0.610
H -0.306 5.373 -1.200
H 1.276 -1.776 -3.783
H 1.557 -2.810 -2.448
H -0.287 -1.355 -1.223
H -0.558 -0.671 -2.790
H 2.598 -2.869 2.967
H 4.027 -4.055 1.664
H 4.769 -2.202 4.088
N 0.451 3.511 6.151
S 1.331 2.289 6.622
O 1.627 2.226 8.013
O 2.363 1.883 5.711
F 0.231 1.148 6.434
S 1.167 4.916 6.237
O 0.234 5.982 6.103
O 2.405 5.017 5.531
F 1.600 5.000 7.766
*
```

HOMO-LUMO gap (eV): 6.20
Calculated total energy (eV): -152563.1323
Highest occupied orbital energy (eV): -8.266
Largest force on an atom (hartree/bohr): 0.0283

Results of the Mulliken charge analysis, in e, for atoms 1 through 8: -0.69 -0.31 -1.01 0.32 -0.40 0.61 0.62 -0.92